The following is a DFT calculation (ωB97M-V/def2-TZVPD) of the molecule C2H6O4.

Output
HOMO energy, eV: -10.461
M, g mol⁻¹: 94.1
Orbital gap, eV: 11.4110
Net charge: 0
ΔE to the lowest compared entry with this formula, charge and spin, kcal per mole: 192.8
LUMO, eV: 0.95
SMILES: CCOOOO

Atoms and positions in Å:
C 1.76141 0.44353 0.01276
C 0.67944 -0.60065 0.13375
O -0.65544 -0.20843 0.88428
O -0.97920 0.78640 -0.06921
O -1.99070 0.28278 -0.95777
O -3.20350 0.20403 -0.28393
H 1.50678 1.18870 -0.73722
H 2.68460 -0.04987 -0.29295
H 1.92584 0.93627 0.96944
H 0.40068 -1.04919 -0.82176
H 0.96129 -1.39710 0.82075
H -3.09121 -0.53647 0.34186

Atom charges from the natural (NBO) analysis, given in e for atoms 1 to 4: -0.650 -0.067 -0.282 -0.053